82
Properties=species:S:1:pos:R:3 method="wB97M-V/def2-TZVPD" spin_multiplicity=1 lumo_energy_ev=-13.795 homo_lumo_gap_ev=5.39 de_lowest_kcal_mol=0.0 total_energy_ev=-55574.0883 total_charge=+4 largest_force_ev_per_a=0.991
Pb 0.305 -0.032 0.535
C 0.047 1.490 3.448
N 0.216 1.942 2.047
C 1.519 2.602 1.897
C 2.626 1.582 2.039
C 3.875 1.947 2.507
C 4.852 0.975 2.664
C 4.541 -0.346 2.368
C 3.278 -0.636 1.897
N 2.338 0.309 1.723
C -0.906 2.809 1.645
C -0.972 3.003 0.151
C -1.370 4.205 -0.415
C -1.491 4.291 -1.795
C -1.204 3.173 -2.573
C -0.789 2.021 -1.937
N -0.681 1.937 -0.602
C -0.951 0.373 3.589
C -1.718 0.219 4.733
C -2.550 -0.885 4.841
C -2.601 -1.801 3.796
C -1.819 -1.566 2.684
N -1.018 -0.503 2.584
H -0.230 2.334 4.085
H 1.008 1.122 3.808
H 1.647 3.387 2.648
H 1.561 3.087 0.919
H 4.074 2.981 2.759
H 5.835 1.241 3.032
H 5.259 -1.141 2.511
H 3.006 -1.655 1.668
H -0.848 3.779 2.147
H -1.830 2.328 1.980
H -1.583 5.058 0.215
H -1.796 5.220 -2.260
H -1.284 3.202 -3.651
H -0.509 1.138 -2.503
H -1.655 0.948 5.531
H -3.149 -1.033 5.731
H -3.226 -2.682 3.853
H -1.811 -2.261 1.847
N 1.362 -2.236 -0.277
C 2.456 -2.013 -1.208
C 3.192 -3.059 -1.697
C 4.262 -2.844 -2.589
C 4.587 -1.573 -2.961
C 3.847 -0.470 -2.468
C 4.173 0.857 -2.820
C 3.420 1.894 -2.340
C 2.332 1.600 -1.517
N 1.995 0.372 -1.151
C 2.750 -0.684 -1.597
H 1.710 -2.718 0.550
H 0.678 -2.872 -0.683
H 2.957 -4.072 -1.390
H 4.822 -3.690 -2.963
H 5.408 -1.388 -3.642
H 5.023 1.040 -3.466
H 3.640 2.922 -2.593
H 1.704 2.405 -1.159
C -2.827 -4.239 -0.059
C -3.556 -2.904 -0.102
Sb -2.411 -1.278 -0.883
C -1.501 -1.851 -2.742
C -2.479 -1.706 -3.908
C -3.729 0.412 -0.911
C -4.855 0.181 -1.923
H -3.496 -4.988 0.364
H -1.937 -4.214 0.575
H -2.549 -4.589 -1.052
H -3.912 -2.562 0.870
H -4.405 -2.911 -0.794
H -1.209 -2.889 -2.570
H -0.608 -1.237 -2.851
H -3.419 -2.233 -3.741
H -2.024 -2.153 -4.794
H -2.691 -0.664 -4.140
H -3.131 1.292 -1.122
H -4.097 0.455 0.116
H -4.502 0.209 -2.951
H -5.582 0.987 -1.803
H -5.396 -0.750 -1.755

=====

85
Properties=species:S:1:pos:R:3 method="wB97M-V/def2-TZVPD" spin_multiplicity=1 lumo_energy_ev=-0.325 homo_lumo_gap_ev=5.97 de_lowest_kcal_mol=29.4 total_energy_ev=-308200.5786 largest_force_ev_per_a=1.603
Pt -0.109 0.274 0.357
C 3.709 0.795 -0.868
As 2.403 0.373 0.521
C 2.810 1.867 1.706
C 3.353 -1.024 1.557
C 2.788 -2.461 1.621
C 2.237 -2.942 0.284
C 1.655 -2.541 2.665
As 0.135 -1.286 2.449
C 0.363 -0.297 4.112
C -1.347 -2.424 2.995
C 3.908 -3.397 2.122
As 5.465 -4.018 1.056
C 4.585 -5.222 -0.227
C 5.860 -2.567 -0.211
H 4.694 0.944 -0.425
H 3.387 1.712 -1.359
H 3.753 -0.002 -1.609
H 3.841 1.835 2.061
H 2.126 1.852 2.554
H 2.641 2.795 1.160
H 3.412 -0.622 2.574
H 4.374 -1.047 1.178
H 1.315 -2.428 0.026
H 2.028 -4.014 0.326
H 2.934 -2.765 -0.536
H 2.059 -2.366 3.666
H 1.237 -3.552 2.656
H 0.293 -0.981 4.958
H -0.407 0.469 4.190
H 1.340 0.186 4.122
H -1.121 -2.928 3.935
H -1.551 -3.160 2.219
H -2.227 -1.794 3.115
H 3.462 -4.346 2.440
H 4.352 -2.962 3.023
H 3.895 -5.879 0.303
H 5.351 -5.843 -0.691
H 4.040 -4.690 -1.004
H 6.345 -1.735 0.299
H 4.983 -2.207 -0.746
H 6.569 -2.974 -0.934
S -0.893 1.955 1.760
C -2.477 2.288 1.098
C -3.342 3.086 1.917
N -4.013 3.723 2.601
C -2.860 1.849 -0.113
S -1.799 0.892 -1.099
C -4.159 2.108 -0.664
N -5.192 2.253 -1.148
O 0.232 -1.287 -1.320
As -0.838 -1.920 -2.428
C -1.001 -0.812 -3.972
C -1.793 -1.188 -5.051
C -1.844 -0.373 -6.171
C -1.097 0.798 -6.211
C -0.299 1.160 -5.135
C -0.249 0.356 -4.006
C 0.008 -3.553 -2.995
C 1.334 -3.440 -3.414
C 2.073 -4.580 -3.683
C 1.495 -5.834 -3.523
C 0.176 -5.947 -3.111
C -0.571 -4.805 -2.845
C -2.530 -2.395 -1.677
C -3.733 -1.915 -2.176
C -4.915 -2.231 -1.524
C -4.890 -3.022 -0.384
C -3.684 -3.500 0.114
C -2.498 -3.183 -0.530
H -2.367 -2.107 -5.021
H -2.462 -0.651 -7.015
H -1.140 1.433 -7.086
H 0.282 2.072 -5.173
H 0.349 0.632 -3.146
H 1.786 -2.459 -3.510
H 3.100 -4.494 -4.013
H 2.077 -6.726 -3.717
H -0.273 -6.924 -2.990
H -1.601 -4.897 -2.523
H -3.748 -1.264 -3.041
H -5.854 -1.843 -1.896
H -5.814 -3.260 0.127
H -3.671 -4.112 1.006
H -1.546 -3.528 -0.140